ORCA calculation (ωB97M-V/def2-TZVPD) on an isolated ion of composition C5H9N2O and charge +1 in a non-equilibrium geometry.

Geometry (Å):
C1 0.619 -0.952 2.236
C2 0.271 -0.076 1.095
C3 0.144 1.282 1.007
N1 -0.174 1.608 -0.283
C4 -0.273 0.533 -1.047
C5 -0.509 0.375 -2.482
N2 0.009 -0.569 -0.148
O1 0.054 -1.855 -0.561
H1 -0.249 -1.131 2.871
H2 1.003 -1.909 1.887
H3 1.381 -0.475 2.847
H4 0.277 2.023 1.766
H5 -0.328 2.556 -0.599
H6 0.261 0.892 -3.056
H7 -0.479 -0.679 -2.751
H8 -1.477 0.785 -2.769
H9 -0.529 -2.409 -0.012

As for the energy relative to the best compared isomer or geometry (same formula, charge and spin): 156.53 kJ/mol. The calculation puts the LUMO energy at -3.08 eV. Its charge is +1. The value obtained for the frontier orbital gap is 10.536 eV. The SMILES is Cc1c[nH+]c(C)n1O. The calculation puts the total energy at -380.3922 a.u.

---

ORCA calculation (ωB97M-V/def2-TZVPD) on an isolated ion of composition C5H9N2O and charge +1 in a non-equilibrium geometry.

Geometry (Å):
C1 0.388 -2.042 -0.225
C2 1.202 -0.842 -0.662
C3 -0.325 1.193 -0.536
C4 -1.600 1.086 0.248
C5 0.052 0.119 1.434
N1 -0.440 -1.947 0.635
N2 0.737 0.333 0.120
O1 -1.080 0.786 1.597
H1 0.627 -2.927 -0.940
H2 2.153 -1.271 -0.452
H3 0.980 -0.749 -1.719
H4 -0.483 1.063 -1.623
H5 -0.169 2.288 -0.590
H6 -2.193 1.983 0.402
H7 -2.139 0.195 -0.088
H8 0.611 -0.026 2.234
H9 1.681 0.758 0.165

As for the energy relative to the best compared isomer or geometry (same formula, charge and spin): 548.60 kJ/mol. The calculation puts the LUMO energy (alpha / beta) at -4.22 / -4.26 eV. Its charge is +1. The value obtained for the frontier orbital gap (alpha / beta) is 8.694 / 8.578 eV. The calculation puts the total energy at -380.2429 a.u.

---

ORCA calculation (ωB97M-V/def2-TZVPD) on an isolated ion of composition C5H9N2O and charge +1 in a non-equilibrium geometry.

Geometry (Å):
C1 -1.644 -0.542 0.737
C2 1.320 -1.059 1.722
C3 0.529 0.144 1.430
C4 0.165 -0.467 -0.580
C5 0.366 0.679 -1.536
N1 -1.117 -0.812 -0.388
N2 -0.904 0.062 1.656
O1 0.779 -2.001 2.209
H1 -2.700 -0.722 0.692
H2 2.328 -0.983 1.251
H3 1.091 1.121 1.368
H4 0.871 -1.256 -0.626
H5 1.386 0.976 -1.446
H6 -0.357 1.487 -1.415
H7 0.248 0.379 -2.546
H8 -1.696 -0.824 -1.162
H9 -1.219 -0.005 2.707

As for the energy relative to the best compared isomer or geometry (same formula, charge and spin): 218.50 kJ/mol. The calculation puts the LUMO energy (alpha / beta) at -3.78 / -7.40 eV. Its charge is +1. The value obtained for the frontier orbital gap (alpha / beta) is 7.306 / 6.877 eV. As for the spin multiplicity: 3. The calculation puts the total energy at -380.2027 a.u.

---

ORCA calculation (ωB97M-V/def2-TZVPD) on an isolated ion of composition C5H9N2O2 and charge +1 in a non-equilibrium geometry.

Geometry (Å):
C1 -0.104 -0.831 1.348
N1 -0.032 -0.767 -0.162
N2 -0.071 -2.012 -0.783
C2 1.221 0.124 -0.512
O1 2.298 -0.375 -0.685
C3 0.770 1.553 -0.357
C4 -0.731 1.533 -0.179
C5 -1.255 0.165 -0.413
O2 -2.312 -0.266 -0.638
H1 -0.613 -1.824 1.768
H2 0.889 -0.966 1.685
H3 -0.560 -0.022 1.882
H4 0.720 -2.567 -0.939
H5 -0.759 -2.114 -1.486
H6 1.419 1.921 0.588
H7 1.084 2.101 -1.138
H8 -1.126 2.420 -0.773
H9 -0.839 1.927 0.795

As for the energy relative to the best compared isomer or geometry (same formula, charge and spin): 427.52 kJ/mol. The calculation puts the LUMO energy at -4.58 eV. Its charge is +1. The value obtained for the frontier orbital gap is 10.355 eV. The SMILES is C[N+]1(N)C(=O)CCC1=O. The calculation puts the total energy at -455.5639 a.u.

---

ORCA calculation (ωB97M-V/def2-TZVPD) on an isolated ion of composition C5H9N2OS and charge +1 in a non-equilibrium geometry.

Geometry (Å):
C1 2.377 -0.331 -0.492
C2 -0.408 2.057 -0.296
C3 0.274 0.793 -0.744
C4 -2.387 -0.623 0.384
C5 1.353 0.348 0.030
N1 3.297 -0.820 0.334
N2 -3.358 -1.455 0.358
O1 -1.281 2.222 0.501
S1 -1.274 -0.543 -0.892
H1 2.332 -0.414 -1.510
H2 0.254 2.983 -0.651
H3 0.357 0.941 -1.760
H4 -2.354 -0.022 1.401
H5 1.154 0.611 1.116
H6 3.812 -1.679 0.295
H7 -3.924 -1.596 1.156
H8 3.245 -0.586 1.336
H9 -3.468 -1.886 -0.562

As for the energy relative to the best compared isomer or geometry (same formula, charge and spin): 258.78 kJ/mol. The calculation puts the LUMO energy at -3.78 eV. Its charge is +1. The value obtained for the frontier orbital gap is 8.416 eV. The calculation puts the total energy at -778.5303 a.u.

---

ORCA calculation (ωB97M-V/def2-TZVPD) on one molecule with the formula C5H9N2P.

Geometry (Å):
N1 -2.069 2.729 -0.515
P1 -1.053 1.265 -0.259
C1 0.055 -0.257 -0.064
C2 1.428 -0.134 0.112
C3 2.164 -1.289 0.328
C4 1.531 -2.523 0.352
N2 0.222 -2.665 0.141
C5 -0.467 -1.546 -0.056
H1 -1.534 3.513 -0.143
H2 -2.861 2.650 0.121
H3 -1.162 1.348 1.158
H4 -0.009 1.908 -0.957
H5 -1.969 0.503 -1.012
H6 1.911 0.832 0.090
H7 3.234 -1.240 0.463
H8 2.108 -3.425 0.474
H9 -1.530 -1.668 -0.234

As for the energy relative to the best compared isomer or geometry (same formula, charge and spin): 111.59 kJ/mol. The calculation puts the LUMO energy at 0.89 eV. Its charge is 0. The value obtained for the frontier orbital gap is 10.006 eV. The SMILES is N[PH3]c1cccnc1. The calculation puts the total energy at -646.7118 a.u.

---

ORCA calculation (ωB97M-V/def2-TZVPD) on one molecule with the formula C5H9N2P in a non-equilibrium geometry.

Geometry (Å):
C1 -1.201 -0.790 -0.427
C2 -0.879 0.308 -1.209
C3 0.695 -0.242 0.787
C4 -0.577 -2.189 1.502
C5 0.659 2.186 -1.343
N1 -0.370 -1.049 0.650
N2 0.121 0.939 -0.808
P1 1.520 0.760 1.845
H1 -1.892 -1.528 -0.921
H2 -1.514 0.551 -2.138
H3 -0.287 -3.107 0.937
H4 0.097 -2.055 2.337
H5 -1.528 -2.088 2.034
H6 0.885 2.072 -2.478
H7 -0.020 3.027 -1.250
H8 1.583 2.449 -0.709
H9 2.706 0.755 1.191

As for the energy relative to the best compared isomer or geometry (same formula, charge and spin): 401.83 kJ/mol. The calculation puts the LUMO energy (alpha / beta) at 0.43 / 0.43 eV. Its charge is 0. The value obtained for the frontier orbital gap (alpha / beta) is 7.308 / 7.306 eV. The calculation puts the total energy at -646.6012 a.u.

---

ORCA calculation (ωB97M-V/def2-TZVPD) on an isolated ion of composition C5H9N2S and charge +1 in a non-equilibrium geometry.

Geometry (Å):
C1 -1.747 -0.483 -0.086
C2 2.373 -1.298 -1.200
C3 1.708 -0.724 -0.269
C4 0.934 -0.271 0.642
C5 1.686 0.793 1.570
N1 -1.725 0.507 -0.962
N2 -2.883 -1.084 -0.101
S1 -0.637 -1.084 0.999
H1 3.023 -2.091 -0.889
H2 2.175 -1.149 -2.213
H3 -1.102 1.230 -1.003
H4 1.847 0.192 2.445
H5 1.019 1.657 1.740
H6 2.594 1.024 1.216
H7 -2.599 0.779 -1.352
H8 -3.582 -0.846 -0.746
H9 -3.169 -1.789 0.557

As for the energy relative to the best compared isomer or geometry (same formula, charge and spin): 197.31 kJ/mol. The calculation puts the LUMO energy at -3.40 eV. Its charge is +1. The value obtained for the frontier orbital gap is 10.104 eV. The calculation puts the total energy at -703.2970 a.u.

---

ORCA calculation (ωB97M-V/def2-TZVPD) on an isolated ion of composition C5H9N2S2 and charge +1 in a non-equilibrium geometry.

Geometry (Å):
C1 1.188 -0.276 -0.021
C2 -1.090 -1.482 0.024
C3 2.963 1.407 0.060
C4 -3.778 -0.048 -0.011
C5 2.613 -0.081 -0.060
N1 -1.045 -0.149 0.005
N2 0.169 0.415 -0.017
S1 0.350 -2.324 0.013
S2 -2.323 1.014 0.004
H1 -2.041 -1.982 0.050
H2 2.455 1.983 -0.708
H3 4.036 1.531 -0.064
H4 2.678 1.792 1.035
H5 -3.825 -0.654 0.889
H6 -3.809 -0.649 -0.916
H7 -4.617 0.643 -0.018
H8 3.088 -0.655 0.741
H9 2.988 -0.486 -1.006

As for the energy relative to the best compared isomer or geometry (same formula, charge and spin): 262.32 kJ/mol. The calculation puts the LUMO energy at -4.50 eV. Its charge is +1. The value obtained for the frontier orbital gap is 8.641 eV. The calculation puts the total energy at -1101.4846 a.u.

---

ORCA calculation (ωB97M-V/def2-TZVPD) on one molecule with the formula C5H9N3 in a non-equilibrium geometry.

Geometry (Å):
H1 -1.426 1.105 1.894
N1 -1.962 0.811 1.072
C1 -1.195 0.614 0.041
C2 -1.817 0.168 -1.256
C3 0.286 1.056 0.023
C4 1.094 -0.195 0.199
N2 2.144 -0.470 -0.652
C5 0.668 -1.131 1.030
N3 0.519 -1.919 1.896
H2 -2.864 0.480 -1.302
H3 -1.762 -0.921 -1.325
H4 -1.296 0.603 -2.113
H5 0.464 1.742 0.857
H6 0.515 1.555 -0.924
H7 2.624 0.355 -1.003
H8 2.764 -1.207 -0.321
H9 1.242 -2.645 1.885

As for the energy relative to the best compared isomer or geometry (same formula, charge and spin): 388.89 kJ/mol. The calculation puts the LUMO energy (alpha / beta) at 0.29 / 0.29 eV. Its charge is 0. The value obtained for the frontier orbital gap (alpha / beta) is 6.924 / 6.925 eV. The SMILES is [H]/N=C(/C)CC(N)=C=N. The calculation puts the total energy at -360.0491 a.u.